# 1
148
Properties=species:S:1:pos:R:3:forces:R:3 method="wB97M-V/def2-TZVPD" orbital_gap_ev=9.53 total_charge=0
H -18.047194 -1.289420 11.627460 0.245 0.075 0.167
C -15.038989 -1.359138 12.387599 -0.212 1.118 0.657
H -16.747545 2.384939 19.395038 -0.187 0.327 -0.371
H -14.459967 7.934463 7.844153 0.239 0.152 0.179
C -17.904375 -0.420569 7.815783 -0.144 -0.426 1.438
C -12.675365 3.929553 12.236490 -0.467 0.820 -0.264
H -14.728698 0.254977 18.604252 -0.381 -0.306 -0.005
C -15.747272 8.195509 9.594747 1.039 -0.952 0.117
C -10.151762 2.537079 13.685633 -1.361 -0.896 0.138
H -15.538206 -1.977167 11.644497 0.420 0.115 -0.388
H -10.290481 3.351139 11.660598 -0.237 -0.192 0.052
C -20.115077 10.356474 12.187127 0.741 -0.739 -1.047
C -16.158981 -0.142047 6.130571 -0.409 -0.238 -0.434
C -15.386419 4.094836 16.017221 1.110 -0.296 -0.418
H -16.371964 10.339689 13.578345 -0.506 -0.189 0.230
C -14.845357 4.484967 7.918677 0.558 -0.316 -0.229
O -14.726047 9.957595 8.297310 0.118 0.129 0.920
C -23.997287 6.576161 11.599985 -0.549 -1.126 -0.789
H -17.217768 4.200017 13.398119 0.234 -0.415 -0.220
S -17.783500 3.932809 11.054940 0.835 -0.179 0.855
H -15.151643 12.674704 8.047394 0.019 -0.129 0.166
O -11.064527 5.010253 7.772400 -0.536 -0.094 -0.026
H -16.571917 1.991016 10.202551 -0.390 0.037 -0.067
H -13.458112 12.142855 8.192976 -0.058 0.026 0.091
O -18.822252 10.111002 14.136486 0.820 0.134 -1.643
O -16.978031 4.203318 17.755807 -0.293 -0.318 0.521
H -10.289957 7.261816 6.735710 0.110 -0.392 0.342
H -14.758649 4.362781 12.083581 0.196 0.022 -0.011
C -18.657668 -0.684200 12.292398 -0.894 -0.193 -0.557
H -14.906670 8.058684 10.281282 -0.184 0.325 0.298
O -16.817103 5.047539 10.759674 -0.447 -0.103 -0.034
H -14.140237 12.633786 6.614224 0.103 0.064 0.106
H -15.739449 2.723996 11.543234 -0.234 0.252 0.116
C -13.852879 4.812264 12.488435 -0.728 -0.188 0.484
H -14.314952 4.016068 16.226047 0.011 0.044 0.120
H -14.900266 3.401681 8.051978 -0.483 0.032 0.117
H -15.539683 0.743394 5.986768 0.264 -0.130 0.224
C -21.689961 6.463905 12.173926 -1.107 0.195 1.213
H -24.472044 6.947219 9.491734 -0.010 -0.146 0.015
C -15.583249 -0.152213 8.520488 0.026 -0.403 -0.025
H -20.629917 4.650310 16.095286 -0.204 -0.079 -0.066
C -16.215549 8.216212 13.075536 -0.512 0.780 -0.244
H -16.991727 -0.006429 5.437677 -0.226 -0.080 0.281
H -19.877792 5.856325 11.320526 0.250 -0.042 0.197
O -13.138513 -0.050569 13.110991 0.618 -0.579 0.215
H -19.983754 9.008063 16.718424 0.079 -0.342 0.312
C -16.731597 2.445999 11.178892 0.281 0.029 -0.052
C -16.506141 9.675492 12.722792 1.236 -0.723 0.006
O -14.675016 1.507411 13.623566 -0.519 -0.051 -0.227
H -18.602769 -0.538103 6.979813 0.156 0.191 -0.306
C -12.945363 1.034216 15.200045 0.806 -0.547 -0.750
H -14.430238 1.441855 19.754203 -0.409 0.385 0.248
C -20.142542 4.688691 15.120932 0.474 0.037 0.641
H -20.818549 10.945231 12.760052 0.159 -0.061 0.313
C -18.849258 10.001990 12.937257 -0.639 1.653 -0.255
H -25.894814 6.878388 10.597622 0.105 -0.448 -0.098
H -14.609026 4.612057 6.859234 0.005 0.154 0.021
H -13.222950 -1.065143 11.288396 0.735 0.105 0.600
H -20.158597 -2.224393 12.706501 0.163 0.055 0.172
H -15.778160 -0.645511 12.754125 -0.217 -0.360 0.191
C -10.371622 3.665986 12.700209 1.073 0.163 0.132
H -13.478307 0.548360 16.012640 -0.135 0.253 0.118
H -15.135555 0.842895 8.524082 -0.082 0.086 -0.027
H -19.929802 3.666988 14.805992 0.258 0.001 0.257
H -18.043381 5.151651 15.801992 -0.258 -0.028 0.462
H -24.882121 8.251673 10.623032 0.180 0.008 -0.246
O -21.943838 5.792574 13.146079 -0.300 -0.032 -0.876
O -11.598393 4.365579 12.921527 -0.101 -0.467 -0.137
H -12.734780 2.084543 15.370773 -0.441 0.131 0.236
O -13.020782 6.058469 8.157949 -0.140 0.415 -0.042
H -10.918472 1.763149 13.568279 0.015 0.066 -0.473
H -15.179864 8.180145 13.413746 0.051 -0.384 -0.025
C -13.848169 -0.484793 11.967593 -1.054 -0.704 -1.441
H -13.976728 4.900439 13.568981 -0.017 0.291 -0.016
H -18.800484 4.792354 13.161483 -0.041 -0.467 -1.291
H -14.149516 0.374000 11.363894 -0.213 0.144 0.278
O -12.710003 2.991995 11.487184 0.575 -0.528 -0.030
O -19.204048 1.070321 14.307789 0.072 0.511 -0.579
H -11.896978 7.448987 6.113172 -0.175 -0.125 0.118
H -15.497128 3.476755 15.122676 -0.316 -0.014 0.040
C -18.136764 3.983985 12.847595 -0.040 0.188 -0.252
H -16.178512 7.191671 9.522877 0.062 -0.022 -0.250
C -24.849295 7.165077 10.486695 0.001 1.152 0.738
H -19.742213 7.198978 12.529362 0.215 -0.112 -0.041
O -17.314788 7.742027 15.333039 -0.868 -1.112 1.993
O -22.674905 7.078525 11.489612 0.925 0.547 -0.769
H -15.774794 10.044684 12.000763 -0.389 -0.016 -0.415
H -11.555344 8.079411 7.695507 0.089 -0.018 -0.002
H -15.654136 -1.055106 5.808267 0.355 0.188 -0.015
H -19.787439 10.892185 11.294906 -0.304 0.045 -0.054
C -14.750507 10.747394 7.230316 -0.019 -0.713 -0.590
C -18.895453 5.555221 15.262108 -0.218 0.343 -1.386
H -18.898973 9.853759 15.685249 0.294 -0.614 1.266
C -11.791026 5.971471 7.664360 1.562 -0.556 0.167
C -15.207245 8.621727 8.231626 -1.853 -0.621 0.091
H -16.006179 -0.377891 9.494378 -0.115 0.087 0.010
H -13.041922 4.039603 8.886039 0.816 0.549 -0.148
H -13.788769 5.804838 12.045350 0.381 0.037 0.108
H -15.802725 4.953481 8.131147 0.089 0.079 0.194
H -20.797667 5.111758 14.361558 0.169 -0.079 0.600
H -24.441240 6.742191 12.579428 0.224 0.055 0.088
H -10.332533 2.833467 14.721044 0.580 0.408 -0.023
H -15.598084 5.140770 15.816626 -0.356 -0.046 0.072
N -16.607331 -0.283858 7.500816 0.341 0.600 -0.661
O -19.317970 6.822917 15.797064 -0.383 -0.618 0.363
C -14.341692 12.132250 7.559325 0.149 0.725 -0.332
H -20.392011 7.460675 10.860811 0.319 0.115 0.121
O -15.737267 2.335782 17.531495 0.485 -0.266 0.331
H -16.538892 8.788644 10.046454 0.229 0.500 -0.264
H -18.191293 0.320183 16.567502 -0.114 0.077 -0.144
H -20.689055 -0.526801 12.919747 0.075 -0.248 0.329
H -23.920986 5.503548 11.393553 -0.149 -0.059 0.537
H -17.141257 -0.891509 15.853994 0.281 0.076 -0.180
O -17.798130 9.803366 12.132745 -0.787 0.130 0.051
H -18.525601 5.794039 14.258155 0.155 0.259 0.677
H -16.082442 8.527606 7.582437 0.309 0.519 -0.509
C -13.644483 4.937160 8.765404 -1.309 -0.891 0.119
H -17.104792 1.062740 18.236603 -0.244 -0.083 0.415
H -9.589703 4.410051 12.856909 -0.119 0.151 -0.022
O -15.037497 10.364930 6.124007 -0.168 -0.028 -0.075
H -20.620691 -1.207861 11.367562 0.649 0.030 -0.351
C -13.701709 0.858416 13.904686 0.130 0.691 0.386
H -17.147163 1.734514 11.886742 -0.129 -0.070 -0.138
H -14.790106 -0.875632 8.317961 0.053 0.024 -0.009
C -16.331750 1.689821 18.671176 0.302 -0.421 0.296
H -13.970125 5.228269 9.764393 0.012 0.190 -0.109
C -20.084070 -1.208717 12.318159 -0.693 0.377 0.244
O -18.297311 -0.497175 8.974189 -0.166 0.121 -0.373
C -20.309784 6.777019 11.704726 -0.593 0.210 -0.798
C -17.529319 0.115340 15.725984 -0.390 0.100 -0.016
H -16.875866 7.945165 13.903136 0.906 0.180 -1.088
H -18.649987 0.345599 11.944740 0.009 -0.004 -0.067
C -15.259261 0.853823 19.352432 0.915 -0.097 -0.763
C -16.133413 3.559049 17.192747 -0.311 1.055 -0.378
C -18.337581 0.249709 14.451194 -0.223 -0.757 1.143
C -11.333315 7.243155 7.028744 -0.640 0.921 -0.475
H -18.316166 9.351456 17.277981 0.103 -0.266 0.132
H -9.217044 1.993727 13.566533 0.267 0.436 0.021
H -16.440610 7.506894 12.279449 0.438 0.229 -0.469
H -14.748150 -1.994268 13.224596 0.058 -0.086 -0.056
H -15.631356 0.197861 20.135142 -0.228 0.061 -0.035
H -20.579393 9.429528 11.848804 -0.217 0.142 -0.024
C -18.932869 9.058044 16.433048 -0.851 0.342 0.430
H -11.974812 0.553518 15.073910 -0.069 -0.151 0.260
H -18.613748 3.055510 13.161991 0.224 -0.110 -0.099
O -18.068278 -0.741694 13.599129 0.477 -0.005 -0.243
H -16.750897 0.877218 15.749865 0.199 -0.160 -0.110
C -18.439972 7.799706 15.792360 0.536 1.389 0.853



# 2
5
Properties=species:S:1:pos:R:3:forces:R:3 method="wB97M-V/def2-TZVPD" orbital_gap_ev="4.87 / 7.19" total_charge=0
Br 1.647816 -2.537083 0.258799 -0.654 0.662 -0.017
Si -0.586170 0.451645 -0.176826 1.049 -0.426 -0.800
Cl 0.741720 1.961754 -0.517810 0.062 -0.712 -0.103
H -0.285935 -1.064737 -0.163649 0.490 0.420 -0.004
H -1.517431 1.188421 0.599487 -0.947 0.057 0.923